Entry 1:
Computed, not measured: 11 unconnected molecules or ions with the total composition C27H76N2O11 at a distorted geometry, with ωB97M-V/def2-TZVPD.

Its net charge is 0. As for the strongest force on any atom: 0.2382 Eh/bohr. The calculation puts the frontier orbital gap at 9.0 eV. The calculation puts the calculated total energy at -54723.9321 eV. Its structure (SMILES) is NC(N)=O.CC(C)O.CC(C)O.CC(C)O.CC(C)O.CC(C)O.CC(C)O.CC(C)O.CC(C)O.CO.CO.

The geometry in XYZ format:
```
116
Properties=species:S:1:pos:R:3:forces:R:3
N -2.304182 -1.910353 3.569553 -4.781 1.225 -1.102
C -1.498181 -2.168343 4.573582 -4.159 -1.802 6.653
N -0.261838 -2.220352 4.205986 3.771 -0.317 1.091
O -2.011297 -2.441263 5.834317 2.909 1.626 -5.903
H -3.291983 -1.671044 3.881403 1.955 -0.704 -0.695
H -2.066248 -1.614123 2.611527 0.326 -0.095 0.963
H 0.498815 -2.389869 4.850560 -0.490 -0.079 -0.046
H -0.040943 -2.192695 3.246280 0.399 0.097 -0.833
C 0.119649 0.527799 -2.949748 -0.271 3.225 0.723
C 0.248209 0.987975 -4.371148 4.309 2.006 2.715
C 1.692567 0.740079 -4.776956 0.047 2.801 0.879
O -0.461653 0.275460 -5.173343 -3.528 -3.964 -4.897
H 0.958355 0.949409 -2.347731 -0.785 -0.397 -0.219
H 0.140916 -0.496763 -2.965807 0.162 -2.584 0.177
H -0.844770 0.858078 -2.557818 0.125 -0.027 0.281
H 0.044209 2.048577 -4.486644 -0.151 0.498 0.151
H 2.046034 -0.185127 -4.441451 0.413 -1.613 0.375
H 2.295779 1.531319 -4.294141 0.223 -0.400 -0.639
H 1.678125 0.816877 -5.845786 0.811 0.207 -0.744
H 0.123272 -0.017819 -5.917342 -1.397 0.229 0.827
C -2.780536 2.342328 0.031042 -0.256 1.069 1.714
C -4.075582 1.613349 -0.031195 3.279 -4.666 -5.213
C -4.078988 0.222379 0.609566 1.586 -2.218 -2.025
O -5.147351 2.178614 0.308942 -6.478 5.805 3.854
H -2.730121 3.440032 -0.021665 -0.664 -0.343 -0.766
H -2.086578 1.872432 -0.610704 0.803 -0.292 -0.848
H -2.432076 2.195507 1.022487 0.747 -0.319 1.154
H -4.336809 1.470931 -1.147374 1.735 -0.694 0.416
H -4.313775 0.145884 1.645691 -0.387 0.576 0.877
H -3.094734 -0.267632 0.501591 -0.247 0.209 0.147
H -4.734041 -0.506414 0.035435 0.283 1.093 0.712
H -5.875148 1.653653 0.006094 -0.716 -0.088 0.077
C -0.399707 -4.009295 1.572141 -0.556 1.714 -1.031
C -0.008043 -5.036923 0.545281 -6.806 2.432 -2.001
C -0.236034 -4.503039 -0.867642 -0.340 1.425 0.627
O 1.204925 -5.359197 0.582063 8.288 -1.913 0.234
H 0.151381 -3.077876 1.313517 0.174 -0.534 0.332
H -0.104248 -4.342194 2.556978 -0.443 0.053 0.446
H -1.455231 -3.648948 1.429229 0.715 -0.893 0.725
H -0.631879 -5.909306 0.654449 -0.920 -0.567 0.105
H 0.410989 -3.644049 -1.160350 -0.042 -0.687 0.511
H -1.223571 -4.107406 -0.873812 -1.028 0.305 -0.372
H -0.171352 -5.255028 -1.604621 0.249 -0.951 -0.813
H 1.380210 -5.824045 1.379740 0.731 -0.673 1.056
C 1.688236 4.623004 -3.885469 0.451 -0.545 -0.073
C 1.062262 4.047570 -2.577101 4.653 -5.615 -5.155
C 2.116415 3.317780 -1.739715 -1.150 0.218 0.276
O 0.479702 4.894745 -1.882068 -5.323 5.870 4.645
H 2.311119 5.541225 -3.661140 -0.222 -1.204 -0.199
H 0.938563 4.957578 -4.620628 0.052 -0.237 0.370
H 2.257300 3.752824 -4.334294 -0.196 1.423 0.173
H 0.375491 3.255722 -2.880006 -0.356 0.101 -0.095
H 2.890055 3.980708 -1.380469 0.154 0.316 0.382
H 2.567622 2.589612 -2.332871 1.013 -1.426 -0.877
H 1.548416 2.816624 -0.941483 0.567 0.272 0.073
H 1.112345 5.524470 -1.576504 0.435 1.008 0.551
C -3.203391 -0.926485 -3.046382 1.221 -0.616 -0.467
C -3.763446 -2.323297 -2.865087 7.608 0.631 4.051
C -3.666327 -2.788764 -1.395668 0.078 -0.042 -0.217
O -4.941408 -2.450060 -3.209695 -9.895 -0.893 -3.935
H -2.162858 -1.059741 -2.671362 -0.461 0.776 -0.681
H -3.695886 -0.132483 -2.457928 -0.033 -0.423 -0.225
H -3.250906 -0.743033 -4.142635 0.360 0.461 0.788
H -3.180520 -3.040140 -3.435031 0.599 0.068 -0.377
H -4.580528 -2.510808 -0.850631 0.244 -0.120 -0.178
H -2.832817 -2.322078 -0.920173 0.743 0.025 0.695
H -3.563256 -3.869572 -1.422242 -0.060 -0.135 0.451
H -5.474712 -1.757654 -2.819801 -0.478 0.078 0.030
C 2.586115 -1.677647 -1.702503 -0.128 1.193 -0.643
C 3.116105 -2.534353 -0.518380 -4.193 -3.959 -5.162
C 3.723544 -3.857639 -0.917319 -0.136 -1.320 -2.056
O 3.941805 -2.029068 0.276663 6.226 5.850 5.529
H 2.711582 -0.555138 -1.490604 -0.328 -1.577 -0.126
H 1.511405 -1.861358 -2.002277 1.138 0.095 0.787
H 3.124203 -1.869079 -2.643254 0.240 0.003 0.305
H 2.265652 -2.738653 0.083215 -1.263 -0.616 0.424
H 4.602039 -3.808475 -1.621649 -0.760 0.464 0.577
H 2.962156 -4.424440 -1.422970 -0.274 -0.553 -0.543
H 4.034032 -4.501043 -0.100801 -0.065 0.394 0.502
H 4.742261 -1.676589 -0.155311 -0.416 -0.261 0.282
C 2.625906 -0.016436 3.781815 -0.616 3.043 1.461
C 2.042403 0.052998 2.414554 2.213 10.363 2.847
C 2.977407 0.780673 1.434444 0.341 1.153 0.263
O 1.803405 -1.051032 1.965323 -3.931 -10.949 -3.831
H 1.955519 -0.561933 4.394441 -0.426 -1.055 0.643
H 2.528276 1.009723 4.233855 0.531 -0.698 -0.336
H 3.636445 -0.334588 3.873533 0.836 -0.509 -0.138
H 1.090994 0.604821 2.495155 0.252 0.350 0.096
H 3.061882 1.811145 1.748904 0.192 0.394 0.002
H 2.641818 0.788376 0.388949 -0.246 -0.193 0.282
H 3.992856 0.361318 1.446949 -0.262 -0.121 0.129
H 2.591195 -1.368388 1.584548 1.565 -1.571 -1.083
C 1.882667 4.621060 1.723777 1.007 1.004 -2.065
C 0.807531 3.979417 2.523069 -2.950 3.744 -8.116
C 0.153545 2.999281 1.601192 -0.111 0.263 -1.830
O 1.321508 3.327510 3.441767 3.306 -5.099 7.938
H 2.254372 5.490547 2.191456 0.836 1.029 1.066
H 1.508485 5.046233 0.800861 -0.384 -0.081 -0.419
H 2.740057 3.990100 1.417316 -0.583 -0.070 0.482
H 0.132985 4.794391 2.801694 -0.575 -0.061 0.337
H 0.911793 2.427101 1.031269 -0.100 0.284 0.517
H -0.400712 3.543727 0.815082 -0.255 -0.481 0.562
H -0.394880 2.288209 2.169770 -1.079 -0.479 0.139
H 1.899797 3.916744 3.896737 0.943 0.176 1.237
C -1.180921 0.961093 4.597475 3.941 0.686 -3.000
O -1.056783 2.356522 4.641673 -3.194 0.460 1.179
H -1.315514 0.604797 3.561260 -0.698 0.109 0.176
H -1.854569 0.555252 5.238356 -1.921 -0.932 2.013
H -0.134810 0.659724 4.764512 -0.449 -1.052 0.717
H -0.235726 2.527089 4.266765 2.277 0.889 -0.834
C -0.551538 -0.437530 -0.110319 1.743 1.577 0.904
O -0.806024 -0.682361 1.254167 -2.139 0.064 0.056
H -1.436664 -0.373707 -0.723645 -0.315 0.077 0.202
H 0.076786 -1.242497 -0.439526 0.399 -0.327 -0.783
H 0.044449 0.542911 -0.113629 -0.833 -1.181 -0.729
H 0.037151 -0.888130 1.627852 1.038 -0.288 0.358
```
Forces are in eV/Å.

Atomic partial charges in e from the Mulliken method, atoms 1 to 5:
1 N -0.09
2 C 0.22
3 N 0.14
4 O -0.77
5 H 0.26


Entry 2:
Computed, not measured: 2 unconnected molecules or ions with the total composition C6H13O2 at a distorted geometry, with ωB97M-V/def2-TZVPD.

Its net charge is -1. As for the strongest force on any atom: 0.0764 Eh/bohr. The calculation puts the frontier orbital gap at 7.0 eV. The calculation puts the calculated total energy at -10527.7511 eV.

The geometry in XYZ format:
```
21
Properties=species:S:1:pos:R:3:forces:R:3
C 0.214626 0.667595 -1.504100 1.347 -0.542 0.973
C -0.470345 -0.096568 -2.641776 3.162 -0.556 -2.265
C 1.472917 1.546947 -2.035945 -1.296 -1.373 -0.038
O 1.402340 2.686361 -2.472292 -1.889 2.184 -0.049
O 2.480205 0.875292 -2.088947 2.832 -2.491 0.430
H -0.518057 1.330285 -1.066682 -0.290 0.228 0.275
H 0.607648 -0.077615 -0.661298 -0.880 1.852 -2.458
H -0.007803 -1.104244 -2.944856 -0.635 1.045 1.187
H -0.238574 0.413115 -3.620176 -0.666 0.128 0.892
H -1.504162 -0.185949 -2.527063 -1.697 -0.299 0.164
C 0.226263 -0.248173 1.747360 -1.841 0.428 0.670
C -1.323013 0.071096 1.420807 2.554 1.460 1.381
C 0.343155 -1.460243 2.657877 0.359 0.632 0.010
H 0.747455 -0.439908 0.809927 0.301 0.581 0.697
H 0.493839 0.653975 2.348244 0.571 -0.461 -1.096
H -1.245064 1.084027 0.999702 -0.607 -0.141 0.384
H -1.835793 0.046166 2.384493 -0.183 0.369 -0.022
H 0.015681 -1.191853 3.684575 0.050 -0.669 -0.604
H -0.271691 -2.131236 2.124571 -1.208 -1.441 0.273
H -1.902320 -0.476137 0.740743 -0.221 -1.427 -1.129
H 1.312696 -1.962928 2.644837 0.238 0.495 0.324
```
Forces are in eV/Å.

Atomic partial charges in e from the natural (NBO) method, atoms 1 to 5:
1 C -0.51
2 C -0.61
3 C 0.76
4 O -0.78
5 O -0.79


Entry 3:
Computed, not measured: 12 unconnected molecules or ions with the total composition C26H76N4O12 at a distorted geometry, with ωB97M-V/def2-TZVPD.

Its net charge is 0. As for the strongest force on any atom: 0.2804 Eh/bohr. The calculation puts the frontier orbital gap at 8.4 eV. The calculation puts the calculated total energy at -58716.0939 eV. Its structure (SMILES) is NC(N)=O.NC(N)=O.CC(C)O.CC(C)O.CC(C)O.CC(C)O.CC(C)O.CC(C)O.CC(C)O.CO.CO.CO.

The geometry in XYZ format:
```
118
Properties=species:S:1:pos:R:3:forces:R:3
N 1.230814 -0.575136 -0.899695 1.782 -2.715 -5.112
C 0.558814 0.051864 -0.020695 -6.104 5.219 -1.966
N 1.001814 -0.103136 1.154305 1.431 0.044 5.454
O -0.503186 0.822864 -0.391695 3.532 -2.581 1.752
H 0.898814 -0.579136 -1.867695 0.018 0.185 0.510
H 2.245814 -0.725136 -0.825695 -0.337 -0.196 0.420
H 0.811814 0.537864 1.924305 -0.867 -0.247 -0.835
H 1.602814 -0.886136 1.459305 -0.236 0.815 -0.879
N 3.764814 -1.888136 3.880305 1.182 0.436 0.392
C 3.643814 -2.036136 2.525305 3.898 0.904 -2.625
N 2.404814 -2.276136 2.146305 -2.122 -1.546 -0.477
O 4.680814 -1.883136 1.585305 -4.687 -0.695 5.340
H 4.620814 -1.458136 4.204305 -0.078 -0.228 -0.101
H 3.018814 -1.953136 4.602305 0.725 -0.034 -1.549
H 2.198814 -2.725136 1.225305 0.743 0.307 0.632
H 1.582814 -2.451136 2.780305 1.521 0.350 -0.373
C 0.789814 -0.150136 4.811305 -0.359 -0.731 0.696
C 0.668814 1.172864 4.115305 6.284 1.440 7.497
C 2.047814 1.647864 3.677305 1.432 -0.707 1.430
O -0.132186 1.259864 3.188305 -5.601 0.319 -8.443
H 1.459814 -0.054136 5.655305 0.241 0.064 0.282
H 1.189814 -0.936136 4.170305 -0.282 0.050 -0.160
H -0.182186 -0.439136 5.235305 0.144 -0.208 -0.154
H 0.317814 1.908864 4.848305 0.495 0.062 1.169
H 2.009814 2.263864 2.826305 -0.288 1.062 -1.039
H 2.705814 0.806864 3.398305 -0.161 0.137 0.140
H 2.556814 2.203864 4.497305 -0.301 -0.411 -0.569
H -0.984186 0.954864 3.458305 -1.542 -0.345 0.076
C -2.706186 -0.235136 1.742305 -0.312 2.815 0.273
C -3.364186 0.174864 3.083305 -4.581 -4.106 -5.101
C -4.224186 -1.047136 3.496305 -1.990 0.325 -1.597
O -2.535186 0.303864 4.050305 5.196 0.729 5.179
H -2.187186 -1.137136 1.815305 0.963 -1.510 0.481
H -1.992186 0.545864 1.448305 -0.152 -0.345 -0.329
H -3.419186 -0.378136 0.950305 -0.500 0.246 -0.348
H -4.040186 1.000864 2.991305 -0.075 0.853 -0.153
H -4.529186 -0.894136 4.542305 -0.385 -0.318 -0.427
H -3.681186 -1.991136 3.374305 0.379 0.121 0.261
H -5.084186 -1.172136 2.748305 0.768 0.202 1.451
H -2.356186 -0.609136 4.351305 0.293 0.902 0.317
C 6.009814 -0.546136 -1.425695 0.117 -0.359 0.158
C 4.495814 -0.376136 -1.346695 3.835 7.251 -2.510
C 3.952814 0.051864 -2.686695 -1.046 -0.713 -0.665
O 3.837814 -1.305136 -0.824695 -3.815 -7.701 1.682
H 6.266814 -1.460136 -1.960695 -0.018 -0.010 -0.270
H 6.530814 -0.594136 -0.479695 -0.266 -0.205 0.629
H 6.446814 0.309864 -1.904695 0.159 0.346 -0.556
H 4.226814 0.410864 -0.626695 1.192 1.795 -0.500
H 4.545814 0.773864 -3.210695 0.544 0.235 -0.213
H 2.995814 0.503864 -2.546695 -0.775 0.673 0.262
H 3.670814 -0.779136 -3.357695 0.777 -0.129 0.221
H 4.296814 -1.482136 0.001305 -0.321 -1.121 1.582
C -2.811186 3.042864 0.714305 1.032 0.810 -0.665
C -3.240186 4.497864 0.648305 0.610 -2.946 -8.775
C -4.524186 4.664864 -0.211695 -0.027 -0.869 0.214
O -3.454186 5.089864 1.725305 -0.806 2.421 9.263
H -3.510186 2.451864 1.242305 -1.010 -0.990 0.259
H -1.856186 2.991864 1.226305 0.274 -0.001 0.430
H -2.545186 2.698864 -0.297695 -0.595 -0.220 0.450
H -2.350186 4.915864 0.152305 -0.256 0.535 -0.676
H -4.271186 4.613864 -1.231695 0.224 -1.025 -1.549
H -4.955186 5.644864 -0.241695 -0.129 0.862 1.039
H -5.334186 3.933864 0.078305 0.899 0.622 -0.364
H -3.217186 4.433864 2.404305 -0.203 1.033 0.512
C 1.683814 -4.164136 -2.270695 -0.964 0.727 0.320
C 1.214814 -4.195136 -0.765695 -3.830 -6.046 -4.627
C 1.524814 -5.467136 -0.059695 -0.491 -1.188 -0.094
O 1.618814 -3.210136 -0.110695 1.843 6.802 3.221
H 2.382814 -3.357136 -2.424695 0.936 -0.097 0.341
H 0.915814 -3.821136 -2.980695 -0.378 -0.574 0.435
H 2.034814 -5.112136 -2.606695 0.508 -0.622 -0.293
H 0.089814 -4.209136 -0.798695 0.269 0.061 -0.162
H 2.525814 -5.762136 -0.135695 1.817 -0.254 -0.247
H 0.953814 -6.244136 -0.529695 -0.296 -0.614 -0.338
H 1.289814 -5.553136 0.993305 -0.303 0.665 0.304
H 1.209814 -2.405136 -0.501695 0.672 0.452 0.318
C 0.975814 2.782864 -2.607695 0.365 1.163 -0.465
C 1.187814 3.430864 -1.230695 9.244 1.084 -6.101
C 1.733814 4.918864 -1.310695 -0.994 -1.406 -0.131
O 0.203814 3.478864 -0.548695 -12.342 -0.103 7.456
H 0.301814 3.345864 -3.246695 -0.021 0.581 -0.063
H 0.497814 1.843864 -2.554695 -0.379 -1.282 0.612
H 1.903814 2.646864 -3.126695 0.677 0.018 -0.399
H 1.868814 2.803864 -0.685695 2.131 -0.595 -0.121
H 2.018814 5.329864 -0.336695 0.042 -0.323 -0.179
H 0.931814 5.540864 -1.728695 0.100 -0.154 0.078
H 2.526814 4.876864 -2.001695 1.353 0.531 -0.722
H -0.157186 2.570864 -0.376695 -0.018 0.377 -0.019
C -2.117186 1.623864 -3.054695 0.292 -2.150 -2.202
C -3.450186 0.908864 -2.876695 1.348 6.327 6.333
C -4.549186 1.922864 -2.550695 -1.403 -0.884 -0.947
O -3.780186 0.090864 -3.753695 -2.056 -5.783 -6.675
H -1.390186 0.811864 -3.222695 0.148 0.103 0.547
H -1.827186 2.182864 -2.233695 0.582 1.106 1.532
H -1.974186 2.154864 -3.982695 -0.634 0.770 -0.371
H -3.298186 0.354864 -1.981695 0.238 -0.222 1.791
H -4.296186 2.443864 -1.645695 -0.208 0.292 0.259
H -5.594186 1.434864 -2.502695 1.653 0.560 0.242
H -4.607186 2.606864 -3.396695 -0.054 0.393 0.062
H -3.448186 -0.763136 -3.442695 -0.264 -0.396 -1.094
C -0.902186 -3.378136 1.895305 -0.025 -1.044 -2.686
O -0.345186 -2.593136 2.861305 0.825 0.802 1.786
H -0.807186 -2.855136 0.904305 -0.470 -0.499 0.684
H -1.926186 -3.622136 2.125305 -0.541 -0.019 -0.191
H -0.371186 -4.335136 1.784305 0.004 0.279 0.189
H -1.059186 -2.259136 3.399305 0.122 0.314 0.308
C -1.937186 -1.911136 -1.820695 0.240 -0.185 0.286
O -2.680186 -2.261136 -2.968695 -1.711 -0.254 0.669
H -2.565186 -1.500136 -1.036695 -0.183 -0.263 -0.008
H -1.333186 -1.143136 -2.199695 1.394 1.316 0.520
H -1.321186 -2.747136 -1.462695 -0.249 0.118 0.111
H -2.132186 -2.844136 -3.447695 0.537 -1.022 -1.173
C 0.973814 -0.719136 -4.728695 0.845 -0.159 -1.270
O 0.692814 -1.349136 -3.511695 0.418 0.288 0.606
H 1.946814 -0.189136 -4.721695 -0.810 -0.042 0.362
H 0.142814 -0.121136 -5.046695 -0.251 0.902 -0.040
H 1.066814 -1.485136 -5.490695 0.241 -0.207 -0.377
H 0.151814 -2.091136 -3.739695 -0.436 -0.605 0.157
```
Forces are in eV/Å.

Atomic partial charges in e from the Mulliken method, atoms 1 to 5:
1 N 1.67
2 C -0.24
3 N 1.04
4 O 0.32
5 H -0.82